(1)
This record from the OMol25 dataset describes 4 unconnected molecules or ions with the total composition H8O4. The level of theory is ωB97M-V with the def2-TZVPD basis set.

Last column: Löwdin charge in e.
Positions of all 12 atoms, in Å:
1 O 2.640 -1.367 0.966  -0.11
2 H 1.798 -0.922 1.339  0.05
3 H 3.075 -1.563 1.797  0.01
4 O -0.065 -0.297 0.657  0.01
5 H 0.077 0.283 0.026  -0.10
6 H -0.901 -0.412 0.282  -0.02
7 O 0.526 1.093 -1.669  -0.02
8 H 0.303 2.016 -1.603  0.05
9 H 1.380 1.245 -1.273  0.05
10 O -2.854 -0.251 0.093  -0.01
11 H -2.973 0.724 0.139  0.08
12 H -3.010 -0.549 -0.750  0.00

As for the HOMO energy: -10.77 eV. For the energy above the lowest of the compared OMol25 structures with the same formula, charge and spin, the calculation gives 41.20 kcal per mole. The value obtained for the gap between HOMO and LUMO is 11.17 eV.

(2)
This record from the OMol25 dataset describes a molecular structure, C54H64Br6N2O40V. The level of theory is ωB97M-V with the def2-TZVPD basis set.

Last column: Löwdin charge in e.
Positions of all 167 atoms, in Å:
1 O 0.709 1.256 -0.550  -0.33
2 V 0.992 -0.010 0.428  0.91
3 O 2.563 0.141 0.696  -0.33
4 C -1.683 -2.432 2.442  0.05
5 C -0.851 -1.495 1.987  -0.31
6 C -0.874 -0.109 2.505  -0.28
7 O 0.007 0.656 1.921  -0.15
8 C -1.595 0.274 3.624  0.04
9 C -2.469 -0.688 4.159  -0.28
10 C -2.438 -2.154 3.623  -0.28
11 O -2.974 -3.040 4.337  0.04
12 O -3.308 -0.403 5.056  -0.01
13 O -0.095 -1.569 0.926  -0.15
14 H -1.698 -3.447 2.104  0.12
15 H -1.605 1.279 4.064  0.08
16 C 3.487 2.413 -2.257  -0.01
17 C 4.366 1.631 -1.287  -0.11
18 O 5.699 1.881 -1.739  0.06
19 C 5.720 2.359 -3.013  -0.56
20 O 6.673 2.641 -3.665  0.16
21 O 4.439 2.512 -3.421  0.00
22 H 3.258 3.488 -1.936  0.16
23 H 2.625 1.998 -2.703  0.08
24 H 4.087 0.595 -1.272  0.11
25 H 4.328 1.851 -0.267  0.10
26 C 1.895 0.088 4.492  -0.09
27 C 2.341 -1.347 4.672  -0.10
28 O 3.776 -1.310 4.634  0.06
29 C 4.192 -0.053 4.289  -0.53
30 O 5.295 0.311 4.136  0.16
31 O 3.103 0.806 4.114  0.02
32 H 1.480 0.491 5.465  0.15
33 H 1.137 0.243 3.661  0.11
34 H 2.018 -2.071 3.951  0.10
35 H 2.169 -1.658 5.674  0.12
36 C -1.894 1.412 -1.613  -0.14
37 C -1.142 2.626 -2.081  -0.12
38 O -1.965 3.134 -3.174  0.04
39 C -3.185 2.541 -3.162  -0.55
40 O -4.111 2.824 -3.870  0.14
41 O -3.175 1.580 -2.204  0.04
42 H -1.944 1.356 -0.554  0.11
43 H -1.463 0.431 -1.913  0.11
44 H -0.171 2.307 -2.486  0.09
45 H -1.194 3.446 -1.329  0.10
46 C -4.909 -1.099 -1.513  -0.05
47 C -4.335 -2.158 -0.519  -0.11
48 O -3.979 -3.213 -1.396  0.02
49 C -3.703 -2.670 -2.610  -0.61
50 O -3.238 -3.363 -3.448  0.15
51 O -3.977 -1.362 -2.677  0.06
52 H -4.757 0.021 -1.251  0.14
53 H -5.966 -1.256 -1.756  0.12
54 H -5.135 -2.481 0.178  0.14
55 H -3.374 -1.733 -0.170  0.13
56 C -8.041 0.601 0.101  -0.08
57 C -8.081 1.670 1.142  -0.11
58 O -6.669 1.799 1.450  0.03
59 C -6.104 0.553 1.192  -0.56
60 O -5.032 0.248 1.661  0.13
61 O -6.787 -0.157 0.297  0.02
62 H -7.908 0.938 -0.905  0.12
63 H -8.892 -0.187 0.092  0.17
64 H -8.521 1.399 2.096  0.13
65 H -8.524 2.569 0.713  0.14
66 C 4.769 -3.756 1.074  -0.06
67 C 3.522 -2.883 0.912  -0.09
68 O 2.691 -3.188 2.071  0.03
69 C 3.260 -4.219 2.743  -0.61
70 O 2.757 -4.811 3.655  0.15
71 O 4.407 -4.577 2.201  0.07
72 H 5.693 -3.212 1.316  0.13
73 H 4.913 -4.421 0.201  0.14
74 H 2.940 -3.176 0.070  0.08
75 H 3.520 -1.819 0.946  0.08
76 C 1.707 3.508 1.374  -0.12
77 C 1.604 3.564 2.892  -0.11
78 O 2.291 4.744 3.274  0.06
79 C 2.584 5.448 2.136  -0.58
80 O 3.058 6.517 2.216  0.17
81 O 2.420 4.697 1.028  0.06
82 H 0.761 3.364 0.858  0.11
83 H 2.282 2.644 0.983  0.10
84 H 1.929 2.695 3.437  0.10
85 H 0.537 3.769 3.160  0.14
86 C 3.547 0.547 -5.517  -0.06
87 C 2.744 1.787 -6.030  -0.18
88 O 1.771 1.887 -5.078  0.01
89 C 1.599 0.715 -4.331  -0.46
90 O 0.711 0.491 -3.509  0.13
91 O 2.571 -0.154 -4.686  0.06
92 H 4.379 0.841 -4.874  0.11
93 H 3.855 -0.152 -6.321  0.14
94 H 2.340 1.612 -7.046  0.14
95 H 3.511 2.644 -5.988  0.13
96 C -5.822 -2.935 3.811  -0.06
97 C -6.261 -2.111 5.050  -0.12
98 O -7.538 -1.642 4.720  0.05
99 C -7.872 -1.889 3.458  -0.58
100 O -8.890 -1.527 2.930  0.12
101 O -6.923 -2.670 2.881  0.04
102 H -5.833 -3.997 3.966  0.13
103 H -4.920 -2.516 3.431  0.08
104 H -5.514 -1.335 5.135  0.07
105 H -6.343 -2.682 5.987  0.14
106 C 6.564 -0.172 1.140  -0.05
107 C 7.835 -0.133 0.308  -0.10
108 O 7.598 -1.013 -0.802  0.08
109 C 6.287 -1.236 -0.897  -0.60
110 O 5.715 -1.891 -1.719  0.14
111 O 5.603 -0.798 0.187  0.01
112 H 6.199 0.823 1.397  0.13
113 H 6.700 -0.724 2.080  0.12
114 H 8.685 -0.540 0.870  0.13
115 H 8.111 0.830 -0.100  0.13
116 Br -5.871 1.657 5.226  0.67
117 C -4.026 2.367 5.061  -0.63
118 C -3.375 2.175 6.424  -0.65
119 Br -1.532 2.893 6.415  0.60
120 H -4.159 3.448 4.790  0.07
121 H -3.614 1.887 4.165  0.03
122 H -3.211 1.154 6.572  0.00
123 H -3.830 2.607 7.257  0.03
124 Br 2.215 5.342 -6.897  0.57
125 C 0.805 5.198 -5.464  -0.64
126 C 1.422 4.905 -4.169  -0.72
127 Br 1.069 6.422 -2.994  0.65
128 H 0.159 4.293 -5.754  0.10
129 H 0.315 6.145 -5.613  0.02
130 H 2.601 4.707 -4.182  0.10
131 H 0.914 4.099 -3.648  0.02
132 Br -2.675 9.132 1.461  0.63
133 C -1.404 8.349 0.269  -0.73
134 C -1.037 6.896 0.566  -0.75
135 Br -2.434 5.688 0.279  0.69
136 H -0.455 8.898 0.424  0.07
137 H -1.672 8.637 -0.715  0.04
138 H -0.764 6.791 1.604  0.05
139 H -0.214 6.533 -0.056  0.03
140 C 2.352 -4.364 -4.740  -0.02
141 C 1.098 -3.743 -5.027  -0.03
142 C 0.549 -2.885 -4.112  0.02
143 C 1.282 -2.683 -2.952  -0.16
144 C 2.526 -3.140 -2.732  -0.03
145 C 3.108 -4.007 -3.607  -0.03
146 N 0.735 -1.873 -1.896  -0.25
147 O 1.574 -1.289 -1.166  -0.04
148 O -0.428 -1.625 -1.917  0.13
149 H 2.669 -4.975 -5.537  0.09
150 H 0.724 -3.851 -5.989  0.09
151 H -0.379 -2.416 -4.313  0.12
152 H 3.144 -2.867 -1.901  0.10
153 H 4.130 -4.328 -3.373  0.12
154 C 0.074 -4.589 0.134  -0.04
155 C 1.128 -5.489 -0.077  -0.07
156 C 1.217 -6.204 -1.221  -0.02
157 C 0.147 -6.165 -2.143  -0.12
158 C -0.980 -5.462 -1.846  0.00
159 C -0.979 -4.534 -0.785  -0.03
160 N 0.033 -7.111 -3.337  -0.34
161 O -1.067 -7.260 -3.837  0.08
162 O 1.067 -7.636 -3.680  0.06
163 H 0.079 -3.834 0.957  0.10
164 H 1.852 -5.623 0.674  0.09
165 H 2.054 -6.845 -1.457  0.12
166 H -1.721 -5.361 -2.607  0.10
167 H -1.865 -3.917 -0.679  0.10

As for the HOMO energy: -6.86 eV. For the energy above the lowest of the compared OMol25 structures with the same formula, charge and spin, the calculation gives 16.93 kcal per mole. The value obtained for the gap between HOMO and LUMO is 7.15 eV. As for the charge: -1.

(3)
This record from the OMol25 dataset describes 2 unconnected molecules or ions with the total composition C3H9N2. The level of theory is ωB97M-V with the def2-TZVPD basis set.

Last column: Löwdin charge in e.
Positions of all 14 atoms, in Å:
1 C -0.126 -1.653 -1.273  -0.08
2 C 0.634 -0.983 -0.171  -0.51
3 C 0.469 0.274 0.162  0.14
4 N -1.798 3.128 0.837  0.01
5 N 1.512 -1.874 0.569  0.06
6 H -0.380 -2.644 -0.861  0.08
7 H 0.400 -1.948 -2.180  0.07
8 H -1.047 -1.169 -1.580  0.07
9 H 1.174 0.887 0.716  0.04
10 H -1.603 2.177 0.553  -0.03
11 H -2.140 3.666 0.056  0.00
12 H -1.140 3.458 1.515  -0.01
13 H 2.429 -1.814 0.152  0.08
14 H 1.617 -1.505 1.504  0.07

As for the HOMO energy (spin up / spin down): -9.14 / -9.16 eV. For the energy above the lowest of the compared OMol25 structures with the same formula, charge and spin, the calculation gives 33.82 kcal per mole. The value obtained for the gap between HOMO and LUMO (spin up / spin down) is 10.14 / 8.65 eV. Its expectation value of S² is 0.762. As for the multiplicity: 2.

(4)
This record from the OMol25 dataset describes a molecular structure, C5H6CsMgO4. The level of theory is ωB97M-V with the def2-TZVPD basis set.

Last column: Löwdin charge in e.
Positions of all 17 atoms, in Å:
1 C -1.162 -1.101 -0.040  -0.26
2 C -1.370 0.132 0.840  -0.23
3 C -0.078 0.685 1.359  -0.17
4 C 0.592 1.727 0.795  -0.43
5 O 1.833 2.050 1.043  -0.49
6 O -0.612 -0.797 -1.318  -0.36
7 Mg -1.099 0.334 -3.005  0.87
8 Cs 3.931 0.355 1.256  1.04
9 H -2.101 -1.656 -0.177  0.11
10 H -0.458 -1.783 0.465  0.12
11 H -2.040 -0.169 1.662  0.10
12 H -1.912 0.894 0.257  0.10
13 H 0.414 0.115 2.162  0.09
14 H 0.045 2.353 0.062  0.10
15 O 1.835 -1.312 -0.802  0.03
16 O 1.137 -0.738 -2.868  -0.06
17 C 1.045 -1.091 -1.692  -0.58

As for the HOMO energy (spin up / spin down): -6.15 / -6.15 eV. For the energy above the lowest of the compared OMol25 structures with the same formula, charge and spin, the calculation gives 0.00 kcal per mole. The value obtained for the gap between HOMO and LUMO (spin up / spin down) is 5.82 / 5.09 eV. Its expectation value of S² is 0.751. As for the multiplicity: 2.

(5)
This record from the OMol25 dataset describes 6 unconnected molecules or ions with the total composition C32H84BN4O26P6. The level of theory is ωB97M-V with the def2-TZVPD basis set.

Last column: Löwdin charge in e.
Positions of all 153 atoms, in Å:
1 C 2.078 -6.126 7.239  -0.14
2 C 3.454 -5.393 6.648  -0.22
3 C 2.983 -4.073 5.735  -0.18
4 C 3.412 -2.755 6.609  -0.15
5 O 2.914 -1.470 6.100  -0.12
6 N 1.722 -1.579 5.491  -0.13
7 C 0.553 -1.361 6.424  -0.02
8 N -0.013 -2.460 7.078  0.26
9 B -1.241 -2.338 8.010  -0.42
10 O -2.506 -2.942 7.460  0.07
11 O -1.150 -1.720 9.352  -0.04
12 C -2.437 -1.034 9.543  -0.09
13 N -0.118 -0.020 6.683  0.04
14 C -0.108 0.865 5.441  -0.13
15 C 0.156 -0.042 4.061  -0.21
16 C 0.090 0.842 2.680  -0.19
17 N -1.198 1.611 2.473  -0.15
18 C -2.424 0.724 2.509  -0.15
19 C 1.678 -0.690 4.268  -0.19
20 C 2.154 -1.623 2.980  -0.15
21 C 1.032 -2.732 2.533  -0.21
22 P 1.467 -3.507 0.800  0.79
23 O 2.380 -4.794 0.906  -0.36
24 O 2.193 -2.200 -0.146  -0.30
25 C 2.974 -2.922 -1.176  -0.29
26 C 3.317 -1.797 -2.350  -0.08
27 O -0.094 -3.816 0.013  -0.33
28 C -0.565 -5.183 0.335  -0.28
29 C -0.206 -6.104 -1.006  -0.08
30 H 2.305 -7.119 7.829  0.09
31 H 1.463 -5.355 7.913  0.07
32 H 1.367 -6.362 6.322  0.08
33 H 4.034 -5.000 7.585  0.11
34 H 4.073 -6.078 5.930  0.12
35 H 1.834 -4.213 5.567  0.07
36 H 3.510 -4.097 4.683  0.12
37 H 3.168 -2.857 7.762  0.14
38 H 4.603 -2.693 6.551  0.16
39 H 0.358 -3.447 6.977  0.15
40 H -2.397 -3.088 6.455  0.14
41 H -2.386 -0.380 10.516  0.12
42 H -2.636 -0.321 8.625  0.11
43 H -3.345 -1.769 9.636  0.12
44 H 0.325 0.461 7.501  0.16
45 H -1.091 1.505 5.366  0.13
46 H 0.794 1.626 5.600  0.15
47 H -0.671 -0.896 3.958  0.14
48 H 0.973 1.618 2.574  0.15
49 H 0.237 0.071 1.785  0.14
50 H -1.268 2.434 3.111  0.10
51 H -2.251 -0.362 2.072  0.10
52 H -3.393 1.213 2.043  0.10
53 H -2.681 0.564 3.663  0.08
54 H 2.477 0.194 4.319  0.18
55 H 2.544 -0.935 2.110  0.13
56 H 3.098 -2.243 3.364  0.12
57 H -0.057 -2.285 2.392  0.09
58 H 0.933 -3.628 3.312  0.10
59 H 2.282 -3.763 -1.608  0.11
60 H 3.953 -3.336 -0.673  0.13
61 H 4.007 -2.246 -3.182  0.09
62 H 3.815 -0.861 -1.804  0.10
63 H 2.265 -1.420 -2.768  0.09
64 H -0.076 -5.632 1.305  0.11
65 H -1.736 -5.136 0.549  0.13
66 H -0.775 -5.585 -1.916  0.08
67 H -0.472 -7.237 -0.875  0.09
68 H 0.936 -5.957 -1.218  0.08
69 C -4.104 -4.796 -4.899  -0.16
70 O -2.974 -4.001 -4.601  -0.28
71 P -3.350 -2.318 -4.472  0.76
72 O -1.959 -1.964 -5.004  -0.27
73 O -3.285 -2.430 -2.825  -0.28
74 C -2.199 -3.119 -2.224  -0.13
75 O -3.726 -0.634 -4.342  -0.24
76 C -5.081 -0.376 -4.035  -0.16
77 H -3.795 -5.842 -4.963  0.09
78 H -4.857 -4.689 -4.114  0.08
79 H -4.525 -4.490 -5.862  0.08
80 H -1.309 -3.131 -2.858  0.09
81 H -2.504 -4.144 -2.002  0.07
82 H -1.944 -2.622 -1.282  0.08
83 H -5.348 -0.821 -3.074  0.08
84 H -5.722 -0.780 -4.822  0.08
85 H -5.227 0.705 -3.976  0.09
86 C -0.331 4.668 -3.497  -0.16
87 O 0.888 4.101 -3.062  -0.28
88 P 1.179 2.532 -3.730  0.76
89 O 1.925 2.125 -2.457  -0.30
90 O 2.253 3.186 -4.800  -0.27
91 C 3.220 4.113 -4.326  -0.12
92 O 1.469 0.963 -4.399  -0.25
93 C 0.774 0.722 -5.606  -0.15
94 H -0.446 5.654 -3.041  0.09
95 H -0.331 4.770 -4.585  0.08
96 H -1.164 4.031 -3.184  0.08
97 H 3.441 3.979 -3.264  0.08
98 H 2.857 5.128 -4.500  0.08
99 H 4.147 3.975 -4.891  0.09
100 H 1.079 1.439 -6.372  0.05
101 H -0.302 0.796 -5.435  0.08
102 H 1.013 -0.286 -5.952  0.09
103 C 1.144 1.116 -11.878  -0.15
104 O 0.747 0.938 -10.534  -0.27
105 P -0.206 2.251 -9.933  0.77
106 O 0.370 2.030 -8.532  -0.28
107 O -1.572 1.338 -10.105  -0.28
108 C -1.566 -0.005 -9.642  -0.11
109 O -1.159 3.564 -9.332  -0.24
110 C -1.811 4.304 -10.345  -0.15
111 H 1.736 0.253 -12.191  0.09
112 H 0.265 1.203 -12.522  0.08
113 H 1.758 2.018 -11.963  0.08
114 H -0.834 -0.169 -8.847  0.08
115 H -1.352 -0.671 -10.480  0.09
116 H -2.559 -0.247 -9.250  0.09
117 H -2.496 3.663 -10.906  0.08
118 H -1.070 4.737 -11.021  0.08
119 H -2.383 5.108 -9.878  0.09
120 C -4.555 -0.486 14.482  -0.16
121 O -3.264 0.024 14.214  -0.29
122 P -2.219 -0.029 15.591  0.76
123 O -1.507 1.235 15.102  -0.27
124 O -1.459 -1.354 14.964  -0.28
125 C -1.080 -1.348 13.596  -0.12
126 O -1.174 -0.081 16.969  -0.24
127 C -1.551 -1.045 17.932  -0.16
128 H -5.156 -0.425 13.572  0.09
129 H -4.489 -1.528 14.802  0.08
130 H -5.031 0.114 15.263  0.08
131 H -0.935 -0.337 13.207  0.08
132 H -1.848 -1.858 13.010  0.08
133 H -0.139 -1.897 13.488  0.09
134 H -1.531 -2.048 17.497  0.08
135 H -2.552 -0.822 18.306  0.08
136 H -0.842 -1.006 18.761  0.09
137 C 4.140 8.261 -13.492  -0.16
138 O 2.831 7.739 -13.605  -0.28
139 P 2.220 7.122 -12.108  0.75
140 O 1.411 6.070 -12.871  -0.29
141 O 1.300 8.482 -11.924  -0.28
142 C 0.549 8.960 -13.030  -0.11
143 O 1.609 6.505 -10.612  -0.25
144 C 2.234 7.058 -9.471  -0.16
145 H 4.459 8.633 -14.468  0.09
146 H 4.157 9.080 -12.769  0.08
147 H 4.824 7.469 -13.173  0.08
148 H 0.308 8.170 -13.745  0.09
149 H 1.113 9.749 -13.531  0.09
150 H -0.390 9.386 -12.660  0.09
151 H 2.082 8.140 -9.439  0.08
152 H 3.303 6.834 -9.490  0.08
153 H 1.791 6.613 -8.579  0.09

As for the HOMO energy: -10.31 eV. The value obtained for the gap between HOMO and LUMO is 5.88 eV. As for the charge: +1.

Strongest force on any atom readings, ordered: 0.14857; 0.07398; 0.03364; 0.04292; 0.21016 Eh/bohr